An isolated molecule of C4H10O2. Source: OMol25; level of theory: wB97M-V/def2-TZVPD.

Output
**Net charge**: 0
**Orbital gap**: 10.8 eV
**E**: -308.8783 Ha
**HOMO energy**: -10.02 eV
**Energy above the lowest of the compared OMol25 structures with the same formula, charge and spin**: 52.21 kJ/mol
**LUMO**: 0.7465 eV
**Structure (SMILES)**: CC(C)(O)CO

The geometry in XYZ format:
```
16
Properties=species:S:1:pos:R:3:lowdin_charge:R:1
C -1.41 -0.86 -0.43 -0.016
C -0.24 -0.10 0.22 -0.617
C -0.36 1.41 0.00 -0.033
O -0.27 -0.37 1.61 -0.024
C 1.09 -0.64 -0.33 -0.209
O 2.19 -0.11 0.40 -0.059
H -1.09 -1.40 -1.33 0.082
H -1.80 -1.59 0.28 0.088
H -2.22 -0.19 -0.71 0.081
H -0.44 1.66 -1.07 0.090
H -1.25 1.78 0.51 0.091
H 0.51 1.94 0.41 0.078
H 0.62 -0.15 1.94 0.092
H 1.13 -1.72 -0.18 0.134
H 1.18 -0.43 -1.40 0.131
H 2.36 0.78 0.08 0.089
```

=====

An isolated molecule of C4H10O2 at a distorted geometry. Source: OMol25; level of theory: wB97M-V/def2-TZVPD.

Output
**Net charge**: 0
**Orbital gap**: 11.0 eV
**E**: -308.8486 Ha
**HOMO energy**: -10.01 eV
**Energy above the lowest of the compared OMol25 structures with the same formula, charge and spin**: 130.10 kJ/mol
**LUMO**: 0.9899 eV
**Structure (SMILES)**: COC[C@@H](C)O

The geometry in XYZ format:
```
16
Properties=species:S:1:pos:R:3:lowdin_charge:R:1
C 2.29 -0.78 -0.53 -0.058
O 1.38 0.01 0.33 -0.213
C 0.27 0.42 -0.44 -0.222
C -0.87 0.37 0.55 -0.463
C -2.17 0.51 -0.18 -0.053
O -0.85 -0.86 1.24 -0.032
H 1.87 -1.68 -1.03 0.100
H 2.58 -0.01 -1.26 0.087
H 3.11 -1.06 0.13 0.084
H 0.01 -0.24 -1.30 0.135
H 0.44 1.43 -0.83 0.137
H -0.72 1.18 1.28 0.149
H -2.96 0.44 0.56 0.082
H -2.30 -0.28 -0.93 0.088
H -2.23 1.48 -0.70 0.087
H 0.10 -0.98 1.44 0.092
```

=====

A structure of composition C4H10O2. Source: OMol25; level of theory: wB97M-V/def2-TZVPD.

Output
**Net charge**: 0
**Orbital gap (alpha / beta)**: 8.0 / 8.2 eV
**E**: -308.7200 Ha
**HOMO energy (alpha / beta)**: -7.33 / -7.42 eV
**Energy above the lowest of the compared OMol25 structures with the same formula, charge and spin**: 467.82 kJ/mol
**LUMO (alpha / beta)**: 0.6630 / 0.7847 eV

The geometry in XYZ format:
```
16
Properties=species:S:1:pos:R:3:lowdin_charge:R:1
C 0.69 0.18 2.46 -0.069
C 0.37 -0.56 1.20 -0.253
O 0.09 0.15 0.15 -0.093
C -0.27 -0.32 -1.03 -0.202
C -0.53 0.70 -2.08 -0.253
O 0.60 1.03 -2.89 -0.071
H 1.77 0.35 2.58 0.076
H 0.35 -0.39 3.33 0.076
H 0.19 1.15 2.47 0.083
H -1.58 -1.35 0.84 0.078
H 0.65 -1.59 1.04 0.117
H -1.74 -1.23 0.08 0.073
H 0.08 -1.32 -1.28 0.120
H -0.95 1.60 -1.60 0.121
H -1.28 0.32 -2.78 0.117
H 1.30 1.33 -2.29 0.081
```

=====

An isolated molecule of C4H10O2. Source: OMol25; level of theory: wB97M-V/def2-TZVPD.

Output
**Net charge**: 0
**Orbital gap**: 10.8 eV
**E**: -308.8815 Ha
**HOMO energy**: -10.07 eV
**Energy above the lowest of the compared OMol25 structures with the same formula, charge and spin**: 43.71 kJ/mol
**LUMO**: 0.7412 eV
**Structure (SMILES)**: CC(C)(O)CO

The geometry in XYZ format:
```
16
Properties=species:S:1:pos:R:3:lowdin_charge:R:1
C -0.89 -0.09 -1.42 -0.031
C 0.06 0.19 -0.26 -0.634
C 1.37 -0.58 -0.42 -0.027
O 0.31 1.58 -0.24 -0.020
C -0.63 -0.17 1.07 -0.197
O 0.16 0.37 2.12 -0.063
H -1.78 0.54 -1.34 0.087
H -0.39 0.15 -2.37 0.090
H -1.19 -1.14 -1.44 0.090
H 1.19 -1.66 -0.53 0.087
H 1.89 -0.22 -1.32 0.088
H 2.02 -0.42 0.44 0.085
H 0.65 1.75 0.65 0.090
H -1.63 0.27 1.07 0.130
H -0.73 -1.26 1.18 0.129
H -0.42 0.71 2.80 0.097
```

=====

A cluster of 2 separate species, C4H10O2 in total. Source: OMol25; level of theory: wB97M-V/def2-TZVPD.

Output
**Net charge**: 0
**Orbital gap**: 10.6 eV
**E**: -308.8250 Ha
**HOMO energy**: -9.83 eV
**Energy above the lowest of the compared OMol25 structures with the same formula, charge and spin**: 192.12 kJ/mol
**LUMO**: 0.7546 eV
**Structure (SMILES)**: OCCO.C=C

The geometry in XYZ format:
```
16
Properties=species:S:1:pos:R:3:lowdin_charge:R:1
O 1.85 0.84 1.61 -0.062
C 0.46 0.66 1.58 -0.256
C -0.10 1.12 0.24 -0.244
O 0.77 0.56 -0.74 -0.102
H 2.16 0.55 0.74 0.077
H 0.19 -0.40 1.74 0.113
H 0.02 1.25 2.39 0.123
H -0.09 2.21 0.16 0.122
H -1.14 0.76 0.13 0.099
H 0.47 0.82 -1.62 0.099
C -1.60 -1.68 -0.53 -0.100
C -0.46 -1.86 -1.20 -0.088
H -2.47 -1.23 -0.99 0.052
H -1.68 -1.95 0.52 0.052
H -0.36 -1.57 -2.24 0.055
H 0.43 -2.27 -0.73 0.061
```

=====

An isolated molecule of C4H10O2 at a distorted geometry. Source: OMol25; level of theory: wB97M-V/def2-TZVPD.

Output
**Net charge**: 0
**Orbital gap**: 10.8 eV
**E**: -308.8057 Ha
**HOMO energy**: -9.71 eV
**Energy above the lowest of the compared OMol25 structures with the same formula, charge and spin**: 242.72 kJ/mol
**LUMO**: 1.0621 eV
**Structure (SMILES)**: CCOCOC

The geometry in XYZ format:
```
16
Properties=species:S:1:pos:R:3:lowdin_charge:R:1
C 2.43 0.52 -0.16 -0.053
C 1.38 -0.57 0.01 -0.225
O 0.06 -0.08 -0.30 -0.181
C -0.95 -0.93 0.05 -0.284
O -2.28 -0.50 -0.39 -0.137
C -2.46 0.83 0.04 -0.128
H 2.31 1.32 0.53 0.065
H 3.41 0.26 0.08 0.054
H 2.35 0.94 -1.14 0.076
H 1.19 -1.04 1.01 0.119
H 1.51 -1.40 -0.77 0.140
H -0.84 -1.04 1.23 0.159
H -0.66 -1.91 -0.41 0.134
H -2.04 1.24 0.98 0.098
H -3.51 0.99 0.00 0.072
H -1.91 1.36 -0.75 0.092
```

=====

A cluster of 2 separate species, C4H10O2 in total at a distorted geometry. Source: OMol25; level of theory: wB97M-V/def2-TZVPD.

Output
**Net charge**: 0
**Orbital gap**: 9.7 eV
**E**: -308.7544 Ha
**HOMO energy**: -8.84 eV
**Energy above the lowest of the compared OMol25 structures with the same formula, charge and spin**: 377.50 kJ/mol
**LUMO**: 0.8301 eV
**Structure (SMILES)**: C=CO.CCO

The geometry in XYZ format:
```
16
Properties=species:S:1:pos:R:3:lowdin_charge:R:1
C -0.80 -0.06 2.93 0.017
C -0.49 1.31 2.98 -0.273
O -0.16 1.99 1.85 -0.040
H -0.36 -0.77 3.63 0.049
H -1.18 -0.38 2.00 0.022
H -0.46 1.85 3.96 0.108
H -0.98 2.10 1.32 0.116
C -0.24 -1.13 -3.43 -0.096
C 0.23 -0.68 -2.01 -0.321
O 1.44 -1.16 -1.51 -0.064
H -0.38 -2.20 -3.64 0.054
H -1.37 -0.74 -3.64 0.118
H 0.43 -0.79 -4.24 0.061
H -0.30 -1.15 -1.13 0.120
H 0.17 0.42 -1.87 0.106
H 2.06 -1.61 -1.98 0.023
```

=====

A cluster of 2 separate species, C4H10O2 in total at a distorted geometry. Source: OMol25; level of theory: wB97M-V/def2-TZVPD.

Output
**Net charge**: 0
**Orbital gap**: 10.5 eV
**E**: -308.8406 Ha
**HOMO energy**: -9.70 eV
**Energy above the lowest of the compared OMol25 structures with the same formula, charge and spin**: 150.99 kJ/mol
**LUMO**: 0.7799 eV
**Structure (SMILES)**: CC=O.CCO

The geometry in XYZ format:
```
16
Properties=species:S:1:pos:R:3:lowdin_charge:R:1
C 0.54 -1.01 -2.12 -0.064
C 1.17 -2.18 -1.43 -0.317
O 2.06 -2.83 -1.94 0.035
H -0.47 -0.88 -1.72 0.059
H 1.08 -0.07 -2.01 0.083
H 0.36 -1.21 -3.17 0.079
H 1.00 -2.28 -0.34 0.112
C -0.76 0.92 2.30 -0.078
C -0.16 1.49 1.00 -0.291
O -0.94 1.14 -0.15 -0.113
H -1.82 0.71 2.13 0.069
H -0.53 1.56 3.14 0.071
H -0.37 -0.07 2.51 0.069
H -0.03 2.56 1.04 0.103
H 0.76 0.95 0.78 0.104
H -1.89 1.18 -0.01 0.079
```

=====

An isolated molecule of C4H10O2 at a distorted geometry. Source: OMol25; level of theory: wB97M-V/def2-TZVPD.

Output
**Net charge**: 0
**Orbital gap**: 10.5 eV
**E**: -308.8055 Ha
**HOMO energy**: -9.74 eV
**Energy above the lowest of the compared OMol25 structures with the same formula, charge and spin**: 243.29 kJ/mol
**LUMO**: 0.7895 eV
**Structure (SMILES)**: C[C@H](O)CCO

The geometry in XYZ format:
```
16
Properties=species:S:1:pos:R:3:lowdin_charge:R:1
C -0.50 1.18 1.22 -0.042
C -0.94 -0.12 0.52 -0.452
O -1.04 -1.35 1.27 -0.062
C -0.23 -0.38 -0.80 -0.104
C 1.42 -0.21 -0.82 -0.225
O 2.17 -1.10 -1.66 -0.096
H -1.58 1.46 1.44 0.093
H -0.04 2.04 0.68 0.094
H -0.11 1.11 2.15 0.028
H -2.03 0.10 0.32 0.130
H -1.60 -1.22 2.09 0.115
H -0.26 -1.41 -1.16 0.102
H -0.78 0.18 -1.57 0.111
H 1.52 0.81 -1.13 0.092
H 1.87 -0.28 0.10 0.089
H 2.14 -0.80 -2.63 0.126
```

=====

A cluster of 2 separate species, C4H10O2 in total. Source: OMol25; level of theory: wB97M-V/def2-TZVPD.

Output
**Net charge**: 0
**Orbital gap**: 9.5 eV
**E**: -308.7464 Ha
**HOMO energy**: -8.59 eV
**Energy above the lowest of the compared OMol25 structures with the same formula, charge and spin**: 398.56 kJ/mol
**LUMO**: 0.8872 eV

The geometry in XYZ format:
```
16
Properties=species:S:1:pos:R:3:lowdin_charge:R:1
C 0.70 -0.94 -1.69 -0.106
O -0.06 -0.60 -0.54 -0.238
C -0.48 0.76 -0.54 -0.296
C -1.63 0.91 0.45 -0.074
C 1.89 1.00 1.69 -0.005
O 2.22 -0.03 0.96 -0.086
H 0.13 -0.72 -2.61 0.092
H 1.65 -0.40 -1.72 0.094
H 0.89 -2.01 -1.64 0.095
H -0.81 1.06 -1.55 0.120
H -2.57 0.57 0.00 0.076
H -1.75 1.96 0.75 0.082
H -1.46 0.32 1.35 0.072
H 0.36 1.42 -0.28 0.100
H 0.81 0.83 1.98 -0.008
H 1.48 -0.65 0.76 0.080
```

=====

A cluster of 2 separate species, C4H10O2 in total at a distorted geometry. Source: OMol25; level of theory: wB97M-V/def2-TZVPD.

Output
**Net charge**: 0
**Orbital gap**: 10.7 eV
**E**: -308.8441 Ha
**HOMO energy**: -9.85 eV
**Energy above the lowest of the compared OMol25 structures with the same formula, charge and spin**: 141.87 kJ/mol
**LUMO**: 0.8268 eV
**Structure (SMILES)**: CC(C)C=O.O

The geometry in XYZ format:
```
16
Properties=species:S:1:pos:R:3:lowdin_charge:R:1
C 1.07 -1.17 0.56 -0.058
C 0.49 -0.09 -0.36 -0.404
C -0.71 -0.55 -1.18 -0.061
C 0.55 1.30 0.10 -0.325
O -0.18 2.20 -0.28 0.012
H 2.05 -0.87 0.92 0.076
H 0.43 -1.35 1.44 0.084
H 1.17 -2.12 0.03 0.082
H 1.30 0.40 -1.05 0.187
H -0.31 -1.05 -2.07 0.080
H -1.35 -1.29 -0.68 0.086
H -1.32 0.30 -1.48 0.080
H 1.43 1.47 0.74 0.145
O -1.46 0.57 1.46 -0.050
H -2.28 0.22 1.11 0.052
H -1.29 1.35 0.90 0.013
```

=====

An isolated molecule of C4H10O2. Source: OMol25; level of theory: wB97M-V/def2-TZVPD.

Output
**Net charge**: 0
**Orbital gap**: 7.8 eV
**E**: -308.7477 Ha
**HOMO energy**: -7.26 eV
**Energy above the lowest of the compared OMol25 structures with the same formula, charge and spin**: 395.08 kJ/mol
**LUMO**: 0.5262 eV

The geometry in XYZ format:
```
16
Properties=species:S:1:pos:R:3:lowdin_charge:R:1
C -1.68 -0.93 0.13 -0.093
C -0.56 0.10 -0.09 -0.473
C 0.60 -0.58 -0.82 -0.218
O 1.56 0.43 -1.19 -0.091
C -0.30 0.69 1.29 -0.038
O 1.15 1.64 1.07 -0.023
H -2.05 -1.32 -0.82 0.078
H -1.32 -1.77 0.73 0.082
H -2.51 -0.47 0.68 0.078
H -0.95 0.87 -0.77 0.132
H 0.26 -1.09 -1.73 0.120
H 1.07 -1.32 -0.15 0.130
H 2.39 0.00 -1.42 0.106
H 0.63 2.45 1.03 0.104
H 0.20 -0.10 1.89 0.036
H 1.49 1.42 0.16 0.071
```